(1)
The following is a quantum chemistry calculation of the molecule C4H10NPS in a non-equilibrium geometry, from OMol25.

```
17
C4H10NPS, DFT the ωB97M-V functional and the def2-TZVPD basis
C 1.470 -0.066 -0.906
C 2.718 -0.865 -0.584
C -2.028 -1.233 0.903
C -0.375 1.800 0.470
N -0.741 -1.083 0.310
P 0.313 0.066 0.550
S 3.793 -0.032 0.607
H 1.748 0.955 -1.173
H 0.917 -0.530 -1.729
H 2.467 -1.841 -0.170
H 3.303 -1.015 -1.495
H -2.312 -2.285 0.833
H -2.778 -0.634 0.375
H -2.061 -0.929 1.954
H -0.842 1.944 -0.506
H -1.108 1.936 1.260
H 0.440 2.506 0.602
```

As for the energy: -25920.9831 eV. The gap between HOMO and LUMO (spin up / spin down) comes out at 4.81 / 4.81 eV. The charge is 0. The calculation puts the relative energy (zero: lowest compared OMol25 entry of this formula, charge and spin) at 68.1 kcal/mol. Its LUMO energy (spin up / spin down) is -2.47 / -2.47 eV.

---

(2)
The following is a quantum chemistry calculation of a cluster of 2 separate species, C3HCl5N in total in a non-equilibrium geometry, from OMol25.

```
10
C3HCl5N, DFT the ωB97M-V functional and the def2-TZVPD basis
C -2.445 1.159 0.093
C 0.002 0.782 0.447
C 0.980 0.610 -0.603
N -1.307 1.020 0.136
Cl 1.672 -2.283 -0.331
Cl 0.292 0.624 2.119
Cl 2.541 0.466 -0.167
Cl 0.412 0.575 -2.202
Cl 1.374 -4.054 0.385
H -3.522 1.101 0.125
```

As for the energy: -67218.2054 eV. The gap between HOMO and LUMO (spin up / spin down) comes out at 7.80 / 7.80 eV. The charge is +1. The calculation puts the relative energy (zero: lowest compared OMol25 entry of this formula, charge and spin) at 10.9 kcal/mol. Its LUMO energy (spin up / spin down) is -5.71 / -5.71 eV.

---

(3)
The following is a quantum chemistry calculation of the molecule C4H3I in a non-equilibrium geometry, from OMol25.

```
8
C4H3I, DFT the ωB97M-V functional and the def2-TZVPD basis
C -1.220 2.513 0.067
C -1.413 1.332 0.083
C 1.306 -1.722 -0.053
C 0.613 -0.638 -0.309
I -1.569 -0.698 0.120
H 1.007 -2.696 0.308
H 2.369 -1.644 -0.241
H -1.094 3.553 0.025
```

As for the energy: -12290.2198 eV. The gap between HOMO and LUMO comes out at 8.10 eV. The charge is 0. The calculation puts the relative energy (zero: lowest compared OMol25 entry of this formula, charge and spin) at 98.7 kcal/mol. Its LUMO energy is -0.27 eV.

---

(4)
The following is a quantum chemistry calculation of a cluster of 2 separate species, C3H12N2O2 in total in a non-equilibrium geometry, from OMol25.

```
19
C3H12N2O2, DFT the ωB97M-V functional and the def2-TZVPD basis
N 1.348 1.087 0.002
C 1.622 -0.098 0.741
N 0.907 -1.439 0.619
C -0.463 -1.779 0.851
C -1.160 -1.018 -0.290
O -1.466 0.341 0.208
H 1.990 1.145 -0.876
H 0.369 1.052 -0.364
H 1.654 0.138 1.797
H 2.730 -0.354 0.523
H 1.309 -1.919 -0.139
H -0.851 -1.544 1.785
H -0.641 -2.858 0.634
H -2.087 -1.526 -0.681
H -0.714 -0.981 -1.235
H -2.262 0.457 0.714
O -0.820 2.951 -1.755
H -1.058 2.497 -0.938
H -0.408 3.848 -1.595
```

As for the energy: -10378.7222 eV. The SMILES is NCNCCO.O. The gap between HOMO and LUMO comes out at 9.00 eV. The charge is 0. The calculation puts the relative energy (zero: lowest compared OMol25 entry of this formula, charge and spin) at 65.2 kcal/mol. Its LUMO energy is 0.72 eV.

---

(5)
The following is a quantum chemistry calculation of a structure of composition C4H3DyLiO in a non-equilibrium geometry, from OMol25.

```
10
C4H3DyLiO, DFT the ωB97M-V functional and the def2-TZVPD basis
C 0.315 -0.119 -1.762
C 0.204 1.103 -1.921
H 0.252 2.125 -2.273
Dy -0.432 -2.369 -0.781
O 1.275 0.280 1.598
C 0.183 -0.112 1.616
C -1.016 -0.452 1.101
Li 2.339 0.451 -0.290
H -1.308 -1.057 2.056
H -1.812 0.150 0.657
```

As for the energy: -30494.6555 eV. As for the spin multiplicity: 6. The expectation value of S² is 9.612. The gap between HOMO and LUMO (spin up / spin down) comes out at 4.89 / 10.36 eV. The charge is +3. Its LUMO energy (spin up / spin down) is -17.36 / -13.41 eV.

---

(6)
The following is a quantum chemistry calculation of a cluster of 30 separate species, H60O30 in total in a non-equilibrium geometry, from OMol25.

```
90
H60O30, DFT the ωB97M-V functional and the def2-TZVPD basis
O -0.025 3.728 1.780
H 0.479 3.573 0.973
H -0.070 2.834 2.205
O -2.330 1.275 -3.846
H -3.000 0.826 -3.273
H -1.739 0.557 -3.860
O 3.050 3.181 2.445
H 2.867 2.212 2.344
H 2.355 3.545 2.994
O -4.515 -2.835 -3.741
H -4.905 -3.318 -2.978
H -5.182 -2.782 -4.396
O -1.673 -2.972 -0.925
H -1.938 -2.670 -1.779
H -1.925 -2.346 -0.181
O -4.301 -3.383 -0.888
H -3.343 -3.499 -0.906
H -4.647 -3.345 0.013
O 1.007 -2.911 0.379
H 0.691 -2.390 1.115
H 0.347 -2.883 -0.328
O 5.744 2.757 2.523
H 4.934 3.270 2.465
H 6.401 3.393 2.688
O -4.943 1.973 1.114
H -4.187 2.486 0.746
H -5.393 2.556 1.760
O 0.592 -0.660 3.508
H 0.391 -0.023 2.787
H 1.415 -0.301 3.929
O -0.905 3.146 -2.538
H 0.029 3.050 -2.820
H -1.428 2.579 -3.117
O -4.686 -0.712 0.795
H -4.725 0.211 1.068
H -3.876 -1.186 1.034
O -1.898 -1.930 -3.732
H -2.715 -2.391 -3.936
H -1.271 -2.157 -4.406
O -0.843 -3.040 3.634
H -0.187 -2.350 3.898
H -1.470 -3.052 4.366
O -3.734 -0.471 -1.776
H -4.193 -1.133 -2.321
H -4.181 -0.584 -0.893
O 4.709 0.119 2.103
H 4.904 -0.198 1.221
H 5.165 0.982 2.073
O 4.302 2.530 -0.519
H 5.105 3.088 -0.552
H 4.430 1.917 -1.238
O 4.667 0.569 -2.526
H 5.049 -0.188 -2.001
H 3.765 0.198 -2.619
O -0.936 0.618 -1.574
H -1.092 1.539 -1.839
H -1.783 0.177 -1.434
O 1.878 0.169 0.965
H 2.805 0.130 1.209
H 1.953 -0.266 0.091
O -1.146 1.166 1.595
H -0.798 0.841 0.711
H -1.686 1.912 1.488
O 1.544 1.964 -2.933
H 1.652 2.203 -1.982
H 2.269 2.161 -3.525
O 3.483 -3.658 -0.186
H 2.550 -3.611 0.146
H 3.690 -4.598 -0.248
O -2.011 -1.722 1.621
H -1.793 -0.808 1.859
H -1.733 -2.255 2.413
O 5.201 -1.429 -0.776
H 5.692 -2.095 -0.297
H 4.484 -2.083 -0.990
O -2.492 3.386 -0.049
H -1.940 3.768 0.616
H -1.915 3.432 -0.800
O 3.081 0.449 4.140
H 3.459 0.064 4.968
H 3.706 0.150 3.490
O 1.642 2.708 -0.379
H 2.568 2.876 -0.292
H 1.702 1.786 -0.097
O 1.754 -0.652 -1.836
H 1.023 0.013 -1.970
H 1.422 -1.482 -1.448
O -6.716 -2.806 1.497
H -6.399 -1.916 1.215
H -7.290 -2.975 0.769
```

As for the energy: -62405.0096 eV. The gap between HOMO and LUMO comes out at 11.02 eV. The charge is 0. The calculation puts the relative energy (zero: lowest compared OMol25 entry of this formula, charge and spin) at 6.0 kcal/mol. Its LUMO energy is 0.17 eV.

---

(7)
The following is a quantum chemistry calculation of a structure of composition C41H44N8OS2 in a non-equilibrium geometry, from OMol25.

```
96
C41H44N8OS2, DFT the ωB97M-V functional and the def2-TZVPD basis
C -5.683 -0.290 1.847
C -5.973 -1.621 1.052
O -5.183 -2.752 1.459
C -3.846 -2.626 1.120
C -3.385 -2.145 -0.168
C -1.922 -2.037 -0.498
C -1.549 -1.455 -1.921
S -0.710 0.179 -1.601
C 0.909 0.227 -2.486
C 1.552 1.663 -2.203
C -0.870 -2.416 0.419
C -1.288 -2.917 1.763
N -0.353 -3.281 2.738
S -1.403 -3.735 3.972
N -2.937 -3.520 3.398
C -2.778 -3.036 2.105
H -6.315 -0.189 2.775
H -5.922 0.570 1.153
H -4.596 -0.167 2.124
H -5.934 -1.390 -0.045
H -7.048 -1.900 1.264
H -4.108 -1.816 -0.953
H -2.509 -1.193 -2.455
H -0.919 -2.168 -2.511
H 0.688 0.094 -3.579
H 1.633 -0.541 -2.098
H 0.882 2.337 -1.608
H 1.826 2.158 -3.190
H 2.510 1.536 -1.630
H 0.207 -2.341 0.147
N -0.239 -8.975 1.491
C -0.190 -7.642 1.614
C -1.311 -6.837 1.735
C -2.556 -7.442 1.723
C -2.635 -8.820 1.595
C -1.453 -9.536 1.485
H 0.807 -7.214 1.614
H -1.212 -5.764 1.833
H -3.457 -6.847 1.813
H -3.592 -9.327 1.582
H -1.463 -10.617 1.386
N 3.348 3.590 -4.309
C 3.231 4.738 -4.988
C 4.291 5.591 -5.253
C 5.547 5.240 -4.785
C 5.695 4.058 -4.077
C 4.572 3.273 -3.869
H 2.228 4.972 -5.331
H 4.136 6.505 -5.810
H 6.401 5.880 -4.970
H 6.660 3.751 -3.695
H 4.639 2.338 -3.324
N 5.818 1.774 -1.064
C 6.482 2.823 -0.565
C 6.527 3.137 0.784
C 5.841 2.322 1.670
C 5.143 1.231 1.178
C 5.165 1.002 -0.188
H 7.001 3.434 -1.296
H 7.083 3.998 1.131
H 5.850 2.535 2.733
H 4.595 0.572 1.839
H 4.637 0.158 -0.621
N 6.768 7.825 0.099
C 7.434 8.876 0.591
C 7.482 9.197 1.939
C 6.798 8.386 2.830
C 6.098 7.293 2.345
C 6.116 7.057 0.979
H 7.951 9.482 -0.145
H 8.040 10.058 2.281
H 6.809 8.604 3.892
H 5.551 6.637 3.011
H 5.587 6.212 0.551
N -2.628 -6.159 -1.466
C -3.143 -5.624 -2.578
C -3.081 -6.228 -3.824
C -2.445 -7.455 -3.927
C -1.901 -8.029 -2.788
C -2.021 -7.344 -1.589
H -3.627 -4.661 -2.447
H -3.518 -5.749 -4.691
H -2.374 -7.959 -4.884
H -1.397 -8.986 -2.829
H -1.616 -7.753 -0.672
N -7.217 3.109 2.044
C -6.582 4.159 2.576
C -6.555 4.438 3.933
C -7.227 3.582 4.791
C -7.894 2.488 4.264
C -7.857 2.297 2.892
H -6.074 4.800 1.864
H -6.022 5.302 4.308
H -7.230 3.766 5.859
H -8.430 1.798 4.903
H -8.361 1.453 2.433
```

As for the energy: -78865.6869 eV. The gap between HOMO and LUMO comes out at 7.30 eV. The charge is 0. Its LUMO energy is -0.62 eV.

---

(8)
The following is a quantum chemistry calculation of a cluster of 6 separate species, H11O5S in total, from OMol25.

```
17
H11O5S, DFT the ωB97M-V functional and the def2-TZVPD basis
S -1.299 0.922 0.412
H -2.507 0.746 -0.139
H 0.065 1.990 2.084
H -0.395 2.557 3.420
O 0.374 2.189 2.981
H 0.360 -1.581 -3.003
H 1.703 -1.073 -2.621
O 1.234 -1.420 -3.400
H 0.791 -0.200 -0.659
H 1.713 0.869 -1.211
O 1.729 -0.013 -0.833
H -1.216 -0.440 -1.372
H -2.061 -1.585 -1.902
O -1.364 -0.973 -2.190
H 0.094 -1.985 2.432
H 0.726 -0.558 2.469
O 0.840 -1.473 2.749
```

As for the energy: -21253.7148 eV. The gap between HOMO and LUMO comes out at 7.90 eV. The charge is -1. The calculation puts the relative energy (zero: lowest compared OMol25 entry of this formula, charge and spin) at 17.5 kcal/mol. Its LUMO energy is 3.58 eV.

---

(9)
The following is a quantum chemistry calculation of a structure of composition C3H3NOS in a non-equilibrium geometry, from OMol25.

```
9
C3H3NOS, DFT the ωB97M-V functional and the def2-TZVPD basis
C 0.483 -0.097 -1.060
C 0.339 -0.176 0.459
C -1.025 0.275 0.781
H 1.019 0.541 0.966
H 1.074 -1.261 0.925
H -1.570 -0.049 1.660
N -1.513 0.689 -0.283
O -0.416 0.633 -1.344
S 1.610 -0.555 -2.106
```

As for the energy: -17527.9527 eV. The gap between HOMO and LUMO comes out at 8.95 eV. The charge is 0. The calculation puts the relative energy (zero: lowest compared OMol25 entry of this formula, charge and spin) at 92.0 kcal/mol. Its LUMO energy is 0.14 eV.

---

(10)
The following is a quantum chemistry calculation of a cluster of 2 separate species, C5H7NO in total in a non-equilibrium geometry, from OMol25.

```
14
C5H7NO, DFT the ωB97M-V functional and the def2-TZVPD basis
C 0.320 -1.025 -1.530
N 0.838 0.261 -1.451
C 0.986 1.281 -0.869
O 1.358 2.284 -0.374
H 1.005 -1.666 -2.191
H 0.212 -1.356 -0.531
H -0.649 -1.160 -2.076
C -1.700 0.875 0.950
C -0.574 0.251 1.273
C 0.531 -0.400 1.590
H -2.469 0.226 0.645
H -1.730 1.924 1.163
H 0.557 -0.968 2.482
H 1.317 -0.527 0.917
```

As for the energy: -8833.3339 eV. The SMILES is CN=C=O.C=C=C. The gap between HOMO and LUMO comes out at 10.74 eV. The charge is 0. The calculation puts the relative energy (zero: lowest compared OMol25 entry of this formula, charge and spin) at 66.2 kcal/mol. Its LUMO energy is 0.84 eV.

---

(11)
The following is a quantum chemistry calculation of a cluster of 2 separate species, C4H6NP in total in a non-equilibrium geometry, from OMol25.

```
12
C4H6NP, DFT the ωB97M-V functional and the def2-TZVPD basis
H -1.663 -0.241 2.563
N -0.748 0.032 2.683
P 0.279 -0.812 1.895
C 1.844 0.116 1.895
C 3.035 0.212 1.748
H 3.932 0.824 1.615
C -1.088 -0.014 -0.969
C 0.239 -0.295 -1.135
H -1.586 -0.928 -0.615
H -1.723 0.927 -0.983
H 0.476 -1.326 -1.175
H 0.929 0.376 -1.526
```

As for the energy: -15019.5574 eV. The SMILES is [H]/N=P/C#C.C=C. The gap between HOMO and LUMO comes out at 8.76 eV. The charge is 0. The calculation puts the relative energy (zero: lowest compared OMol25 entry of this formula, charge and spin) at 82.7 kcal/mol. Its LUMO energy is -0.32 eV.

---

(12)
The following is a quantum chemistry calculation of a cluster of 2 separate species, C7H14BrN in total in a non-equilibrium geometry, from OMol25.

```
23
C7H14BrN, DFT the ωB97M-V functional and the def2-TZVPD basis
C -1.262 0.216 0.094
C -0.226 0.275 -2.750
C 2.261 -0.188 1.259
C 0.854 -1.709 2.755
C -2.095 0.725 -1.081
C -1.184 1.302 -2.266
C 0.960 -0.446 1.975
N -0.202 -0.481 0.034
Br 0.162 1.067 2.804
H -1.701 0.502 1.031
H 0.347 -0.147 -1.868
H 0.511 0.815 -3.397
H -0.651 -0.448 -3.379
H 1.994 0.494 0.517
H 2.618 -1.174 0.771
H 3.038 0.225 1.874
H 1.593 -1.722 3.589
H -0.209 -1.877 2.974
H 1.047 -2.544 2.179
H -2.691 1.561 -0.713
H -2.762 -0.050 -1.499
H -1.924 1.565 -3.066
H -0.476 2.039 -1.837
```

As for the energy: -79013.5661 eV. As for the spin multiplicity: 3. The expectation value of S² is 2.018. The gap between HOMO and LUMO (spin up / spin down) comes out at 7.31 / 9.05 eV. The charge is 0. Its LUMO energy (spin up / spin down) is 0.83 / -1.08 eV.

---

- Among the records above, which one has the highest charge?
  C4H3DyLiO